1.
{
  "formula": "C24H38N4OP2Sn",
  "method": "the ωB97M-V functional and the def2-TZVPD basis",
  "elements": ["Sn", "C", "P", "C", "C", "C", "P", "C", "C", "H", "H", "H", "H", "H", "H", "H", "H", "H", "H", "H", "H", "H", "H", "H", "H", "C", "C", "C", "C", "C", "C", "N", "N", "C", "C", "C", "C", "C", "C", "H", "H", "H", "H", "H", "H", "H", "H", "H", "C", "C", "N", "C", "C", "N", "C", "C", "H", "H", "H", "H", "H", "H", "H", "H", "H", "H", "H", "H", "H", "O"],
  "xyz": [[-0.545, 0.789, 0.771], [4.307, -0.768, 2.911], [4.350, 0.088, 1.282], [6.155, 0.479, 1.222], [4.366, -1.373, 0.167], [3.127, -2.283, 0.195], [1.370, -1.616, 0.278], [1.093, -1.381, -1.561], [-1.680, -3.669, 1.209], [5.122, -1.489, 3.008], [3.356, -1.295, 3.008], [4.377, -0.047, 3.729], [6.774, -0.415, 1.324], [6.417, 1.171, 2.026], [6.399, 0.968, 0.277], [5.245, -1.969, 0.438], [4.548, -0.986, -0.841], [3.227, -2.946, 1.059], [3.197, -2.934, -0.683], [1.265, -2.314, -2.105], [1.718, -0.608, -2.015], [0.045, -1.114, -1.740], [-1.538, -4.725, 0.974], [-4.498, -2.451, 2.368], [-1.760, -3.549, 2.291], [-3.512, -1.055, -6.506], [-4.809, -1.043, -5.988], [-5.037, -1.336, -4.660], [-3.950, -1.653, -3.846], [-2.664, -1.700, -4.359], [-2.438, -1.388, -5.698], [-4.011, -1.968, -2.487], [-5.102, -1.780, -1.916], [-5.026, -2.160, -0.545], [-6.175, -2.098, 0.151], [-6.444, -2.439, 1.536], [-5.559, -2.588, 2.522], [-2.877, -3.166, 0.541], [-3.764, -2.617, -0.047], [-3.345, -0.811, -7.547], [-5.645, -0.804, -6.633], [-6.035, -1.326, -4.244], [-1.532, 3.159, 0.508], [-1.434, -1.402, -6.099], [-7.024, -1.761, -0.434], [-7.496, -2.554, 1.777], [-5.892, -2.828, 3.523], [-0.810, -3.118, 0.885], [1.128, 5.020, 1.300], [0.149, 3.915, 1.409], [0.904, 2.621, 1.384], [1.922, 2.681, 0.320], [3.071, 3.607, 0.745], [2.538, 4.503, 1.817], [2.324, 3.722, 3.067], [1.580, 2.428, 2.679], [0.858, 5.886, 1.904], [1.387, 5.360, 0.292], [-1.852, -1.998, -3.703], [-0.395, 3.957, 2.353], [1.427, 3.058, -0.576], [2.324, 1.685, 0.129], [3.425, 4.227, -0.076], [3.915, 3.052, 1.160], [3.181, 5.273, 1.980], [1.740, 4.346, 3.740], [3.295, 3.515, 3.516], [0.830, 2.203, 3.437], [2.267, 1.580, 2.613], [-1.874, 2.234, 0.485]],
  "atomic_forces_ev_per_a": [[-0.56, -0.14, 0.49], [-0.10, 0.02, 0.00], [0.09, -0.05, 0.16], [0.02, 0.05, 0.01], [-0.05, 0.06, -0.12], [0.02, -0.15, 0.06], [0.48, 0.68, -0.12], [-0.09, -0.06, -0.04], [-0.57, -0.29, 0.06], [-0.01, -0.02, -0.01], [0.00, 0.00, 0.01], [0.02, -0.01, -0.03], [0.00, 0.00, 0.00], [-0.03, 0.00, 0.00], [0.01, -0.04, -0.02], [0.07, 0.01, -0.08], [-0.07, 0.01, -0.02], [-0.02, 0.02, 0.02], [-0.07, -0.08, 0.07], [0.00, -0.03, 0.01], [0.01, 0.00, -0.01], [0.01, 0.05, -0.01], [0.06, 0.00, 0.09], [-0.08, -0.02, 0.00], [-0.06, -0.09, 0.02], [-0.13, 0.02, -0.05], [0.12, 0.02, -0.17], [-0.01, 0.01, 0.11], [0.08, 0.10, -0.50], [0.29, 0.01, -0.48], [-0.12, -0.01, 0.28], [-0.47, -0.02, 0.80], [0.41, -0.19, -0.15], [0.17, 0.04, -0.06], [-0.06, 0.16, -0.25], [-0.02, -0.04, 0.14], [0.11, 0.04, 0.06], [0.90, 0.14, 0.15], [-0.93, -0.16, 0.26], [-0.03, -0.01, -0.01], [0.02, 0.03, -0.02], [0.05, 0.00, 0.01], [0.18, -0.31, 0.08], [0.01, -0.03, -0.01], [-0.01, 0.00, 0.01], [0.01, 0.00, -0.02], [-0.04, -0.01, -0.01], [0.37, 0.15, -0.18], [-0.02, -0.10, 0.07], [0.04, 0.27, -0.06], [-0.12, 0.04, 0.03], [0.14, 0.01, -0.09], [0.01, 0.05, 0.10], [0.06, 0.09, -0.01], [0.00, -0.02, -0.09], [0.08, -0.16, 0.00], [-0.04, 0.02, -0.02], [0.02, -0.03, -0.04], [-0.12, 0.11, -0.03], [0.01, -0.06, 0.06], [-0.03, 0.00, 0.02], [-0.01, -0.06, 0.02], [-0.02, 0.03, -0.01], [-0.08, -0.08, -0.04], [-0.01, -0.03, 0.02], [-0.02, 0.00, 0.00], [0.00, -0.03, 0.01], [0.00, 0.02, -0.01], [0.02, -0.01, -0.07], [0.09, 0.08, -0.40]],
  "largest_force_ev_per_a": 0.978,
  "e_tot_ev": -57912.5614
}

---

2.
{
  "formula": "C8H10MnO5S",
  "method": "the ωB97M-V functional and the def2-TZVPD basis",
  "elements": ["Mn", "O", "C", "C", "O", "C", "O", "C", "O", "C", "H", "H", "C", "H", "H", "C", "S", "C", "O", "H", "H", "H", "H", "H", "H"],
  "xyz": [[0.179, -0.383, 0.013], [-1.763, -1.838, 1.736], [-0.982, -1.297, 1.073], [0.948, 0.822, -1.049], [1.421, 1.596, -1.790], [-0.565, -1.181, -1.427], [-0.998, -1.731, -2.334], [0.662, 0.615, 1.444], [0.951, 1.282, 2.346], [3.769, -3.776, 0.743], [3.743, -3.616, 1.826], [3.123, -4.564, 0.344], [4.498, -2.993, -0.063], [4.475, -3.112, -1.150], [5.095, -2.165, 0.331], [-2.254, 3.427, -0.876], [-1.614, 1.761, -0.551], [-2.738, 1.323, 0.799], [-1.995, 0.967, -1.781], [-2.197, 4.028, 0.032], [-3.294, 3.236, -1.196], [-1.633, 3.841, -1.683], [-3.441, 2.155, 0.899], [-3.240, 0.374, 0.594], [-2.151, 1.229, 1.719]],
  "atomic_forces_ev_per_a": [[0.93, -1.41, 0.88], [2.59, 1.78, -2.17], [-4.23, -3.51, 3.87], [4.47, 5.04, -5.69], [-2.07, -3.12, 3.23], [-1.87, -3.52, -4.96], [0.98, 1.46, 2.27], [2.17, 3.50, 5.55], [-1.04, -2.10, -2.98], [-0.13, 0.54, -0.29], [0.16, -0.17, -0.36], [0.37, 0.15, 0.15], [-0.58, 0.05, 0.21], [0.15, -0.08, 0.40], [-0.07, -0.41, -0.12], [0.19, 0.19, -0.98], [-2.91, 1.45, -0.11], [0.28, -0.32, 0.62], [0.41, 0.28, 0.52], [0.12, -0.14, 0.04], [0.43, 0.27, 0.08], [-0.32, 0.03, 0.23], [0.04, -0.22, -0.11], [0.03, 0.16, -0.19], [-0.10, 0.09, -0.09]],
  "largest_force_ev_per_a": 8.819,
  "e_tot_ev": -60825.4511,
  "spin_multiplicity": 6,
  "charge": 2,
  "s2": 8.804
}

---

3.
{
  "formula": "C3H8N2O",
  "method": "the ωB97M-V functional and the def2-TZVPD basis",
  "elements": ["H", "N", "C", "N", "C", "C", "H", "H", "H", "H", "H", "O", "H", "H"],
  "xyz": [[1.745, 2.135, -0.738], [1.071, 1.806, -0.035], [0.466, 0.746, -0.450], [0.810, 0.094, -1.597], [-0.793, 0.044, 0.568], [-1.730, -0.796, 0.097], [0.910, -0.910, -1.484], [0.270, 0.220, -2.446], [-1.047, 0.865, 1.226], [-2.778, -0.555, 0.230], [-1.477, -1.727, -0.391], [0.786, -0.947, 1.497], [1.262, -0.129, 1.102], [0.505, -0.846, 2.422]],
  "atomic_forces_ev_per_a": [[-0.19, -0.33, 0.17], [-1.35, -0.99, -0.26], [-1.06, -0.05, 3.21], [0.60, -1.43, -1.99], [0.41, 3.06, -3.79], [0.47, 0.26, 0.31], [-0.22, 0.09, 0.24], [-0.13, 0.47, 0.32], [-0.23, 0.05, 0.12], [0.00, -0.52, 0.83], [0.00, 0.29, -0.77], [1.92, 0.42, 0.01], [-0.84, -1.76, 2.08], [0.61, 0.43, -0.47]],
  "largest_force_ev_per_a": 4.891,
  "e_tot_ev": -8264.6776,
  "smiles": "[H]/N=C(\\N)C=C.O"
}

---

4.
{
  "formula": "C2H6NO",
  "method": "the ωB97M-V functional and the def2-TZVPD basis",
  "elements": ["C", "C", "N", "O", "H", "H", "H", "H", "H", "H"],
  "xyz": [[-1.276, -1.340, 0.527], [-0.747, -0.136, -0.133], [-1.172, 1.341, 0.442], [0.089, -0.093, -0.938], [-2.343, -1.490, 0.479], [-1.118, -1.232, 1.617], [-0.705, -2.207, 0.081], [-2.089, 1.542, 0.073], [-0.528, 1.965, -0.051], [-1.421, 1.393, 1.415]],
  "atomic_forces_ev_per_a": [[0.33, -0.68, 0.76], [0.40, -0.20, 0.61], [-1.03, -1.47, -1.52], [0.29, 0.69, -0.75], [-0.42, 0.06, -0.54], [0.37, -0.25, -0.39], [-0.78, 0.94, 0.70], [-0.63, 0.12, -0.93], [0.25, 0.37, 0.99], [1.22, 0.40, 1.06]],
  "largest_force_ev_per_a": 2.349,
  "e_tot_ev": -5701.2351,
  "smiles": "CC([NH3+])=O",
  "charge": 1
}

---

Energy above the lowest of the compared OMol25 structures with the same formula, charge and spin, record by record: 115.0 49.0 107.2 5.8 kcal per mole